Density functional theory data (the ωB97M-V functional and the def2-TZVPD basis) for C45H38ClF3N7O5P2S2Se2W as an isolated structure at a distorted geometry.

Summary:
- Multiplicity: 3
- Gap between HOMO and LUMO (spin up / spin down): 0.20720 / 0.22774 hartree
- HOMO (spin up / spin down): -10.04 / -10.10 eV
- Total charge: +1
- Energy: -261387.3564 eV
- ⟨S²⟩: 2.1005
- Energy relative to the best compared isomer or geometry (same formula, charge and spin): 2.8451 eV

Geometry (Å):
H 0.2676 2.8110 -0.3493
C 1.2456 2.4639 -2.6434
P 1.0680 1.2273 2.7758
C -4.4256 -1.9170 -2.0800
F 3.4958 -2.5974 -3.4201
H -2.1924 2.3090 -2.1262
Cl -0.7619 -1.7191 -3.6871
H 2.4177 -2.7485 5.3815
C 1.7785 -1.0986 4.1860
C 0.8517 3.7028 -3.1446
H 0.7265 -3.6402 3.4234
C -0.8029 2.7176 -0.1850
N -2.9134 3.7767 0.1453
C -3.3643 -1.0473 -2.2379
C -4.4094 -2.7701 -0.9801
C -0.0835 -0.6354 6.2026
H -4.2886 2.6634 -5.8106
C 2.6739 2.0541 3.1037
H -4.1461 3.0550 -3.3765
H -0.8054 -0.4492 6.9840
C 3.8676 1.4229 2.7657
O 2.3919 -0.7433 -1.7496
O 0.6885 -2.4756 1.3285
H 3.1410 5.6522 -1.5931
C -2.3521 1.7487 -5.9210
C 3.0360 -0.3901 -5.6284
C 2.6317 4.7570 -1.9141
C -1.1713 1.4979 -3.8388
C -1.2317 1.3347 -5.2207
W -0.3005 -0.2681 -0.6475
H -1.1911 4.8133 -0.2171
F 1.6561 -3.7100 -3.3131
H 3.8438 0.4443 2.3039
H -0.7021 1.0449 5.0326
H 6.0359 3.8243 3.7431
C 5.0921 3.3274 3.5724
N -2.3410 -1.0166 -1.3580
H 0.7654 -2.8991 -5.8262
H 3.9149 4.9299 4.3650
C 2.4345 -1.5566 -6.0726
C 0.8044 -1.6925 6.3068
H 2.9013 -2.1527 -6.8408
C -2.0400 -4.8491 4.9889
C -2.5557 -4.0545 2.7620
H -1.7540 -5.6758 6.8401
C -2.2333 2.1277 -3.1885
H -3.9892 -4.9090 4.0921
C 0.9069 -0.0211 4.1021
C -1.6133 3.8282 -0.0974
C 2.6934 3.3131 3.6861
C 1.2122 0.0016 -4.1201
H 1.2503 5.8011 -3.1694
C 0.6596 -1.2128 -4.5275
H 2.7143 1.4091 -1.4815
H 3.9962 -0.0960 -6.0219
H 0.0184 -4.6700 5.5739
N -4.7246 2.4879 0.7307
H 3.9047 3.4341 -0.7961
Se 1.5411 0.1560 0.7846
S 2.1284 -2.0846 -1.2293
H -5.2298 -1.9308 -2.7951
C 1.7255 -1.9245 5.2959
H 0.7799 -2.3284 7.1804
C -2.9587 -4.6231 3.9515
N -1.4320 -1.6608 0.5736
P 0.2750 0.9260 -2.8495
H 2.8762 1.3302 -4.3564
C -3.4051 2.5614 0.4329
H -3.2500 -3.8864 1.9541
Se -0.5662 2.5457 2.8310
H -5.1661 3.3636 0.9607
H 0.0001 3.7800 -3.8043
H -3.3021 -0.3726 -3.0838
N -2.4437 -5.3799 6.1724
H -3.0442 0.4416 0.5965
C -2.4654 -1.8718 -0.2768
C 2.6802 -3.2583 -2.5908
C 1.5548 4.8409 -2.7820
C 5.0706 2.0628 3.0013
C 3.9032 3.9473 3.9185
H -0.4089 0.8839 -5.7559
C 3.0558 3.5191 -1.4549
C -3.3404 2.5609 -3.8981
O -0.7477 -4.0340 0.0442
H -5.1871 -3.4924 -0.7858
H -3.3676 -5.7637 6.2598
S -0.6079 -3.0581 1.0791
C -2.6218 1.4089 0.3393
C 1.2348 -1.9781 -5.5219
C -0.2986 -3.9173 3.6045
H 2.4779 -1.2804 3.3831
C 2.3727 2.3777 -1.8235
C -3.4116 2.3523 -5.2655
H -2.3942 1.5931 -6.9862
C -0.0285 0.2024 5.1035
O 0.6497 -2.1715 -1.2482
F 3.3414 -4.2970 -2.1080
C 2.4215 0.4039 -4.6741
N -3.4322 -2.7321 -0.0765
C -0.6999 -4.4880 4.7907
H 5.9970 1.5782 2.7326
H 1.7635 3.8002 3.9436
N -1.3154 1.4340 -0.0883
C -1.2298 -3.6887 2.6040
O 2.8776 -2.4831 -0.1029
H -5.0652 1.6700 1.2080

Cartesian forces (eV/Å) of the 6 atoms listed first:
H -0.337 -0.038 -0.086
C 0.052 -0.243 0.376
P -0.249 0.338 0.649
C -0.006 -0.050 0.113
F -0.002 0.043 0.254
H -0.060 -0.056 -0.041


Density functional theory data (the ωB97M-V functional and the def2-TZVPD basis) for C45H38MnN3O2P as an isolated structure.

Summary:
- Multiplicity: 2
- Gap between HOMO and LUMO (spin up / spin down): 0.19796 / 0.20985 hartree
- HOMO (spin up / spin down): -13.09 / -13.09 eV
- Total charge: +2
- Energy: -96439.7252 eV
- ⟨S²⟩: 0.8077
- Energy relative to the best compared isomer or geometry (same formula, charge and spin): 0.0698 eV

Geometry (Å):
H 2.1227 1.0734 -6.7447
H 4.3910 -5.7560 2.4371
C -1.5605 -2.1936 -0.2744
H -2.9543 -5.2496 -0.6823
H 0.4264 -6.3509 0.9392
C 1.8986 4.2507 -3.2291
H -2.7213 2.0263 1.5843
H 0.4348 -3.5387 -2.6568
C 1.4638 2.0097 -2.2825
H 0.3960 4.2704 4.1908
C -3.6913 0.6642 -2.7787
H 4.6745 0.1902 2.9023
C 2.9362 3.6105 -1.1274
N 2.5478 -1.2128 2.4951
H -0.0054 -3.9297 1.1118
C 1.7050 -2.0457 1.9941
C 2.1310 2.2833 3.2660
H -3.1578 -1.2167 -1.9248
C 3.4318 -5.3535 2.1454
H 0.1689 -1.4732 -1.3414
H 4.2179 5.0727 -0.2413
H 0.2017 -0.4727 -6.7803
C 4.0611 0.7008 3.6427
H 4.5424 1.6205 3.9635
C 1.1481 1.3866 -1.0776
H 3.1078 2.8661 -0.3615
H -4.0728 2.6837 -3.3935
C 0.0491 0.4400 -3.5368
C -4.5098 -1.3280 4.2232
H -1.5301 -2.2955 2.9423
H -5.1369 -1.4883 5.0894
C -3.1887 2.6093 -1.4511
H -0.5385 0.2853 -2.6424
H 3.8145 6.7470 -2.0096
H 2.7353 2.2247 -4.6545
H 0.4927 4.5799 2.4572
C 2.4356 -6.2005 1.6733
C -4.1348 -0.2760 2.0952
C 0.4588 0.0400 -5.8635
C 0.1537 3.8667 3.2089
C -3.2863 -1.9787 4.1257
H 2.3145 6.2358 -3.9006
C -2.2747 -4.4222 -0.8282
C -0.3724 -3.4553 -1.9427
C 3.1963 -3.9960 2.2448
H -3.2432 -3.1852 0.6314
H 2.6238 -7.2622 1.5996
C 3.5567 4.8395 -1.0642
H -4.1055 0.2227 -3.6744
H -2.9647 -2.6492 4.9106
C 1.8684 1.5790 -4.6840
H -4.4857 0.3581 1.2897
H -1.1235 -5.4273 -2.3267
H -1.1288 -0.8727 -4.7370
C 1.9554 -3.4803 1.8665
C -2.6434 0.4145 -0.6174
P -1.8130 -0.6345 0.5913
N -2.2017 2.3346 0.7698
H -2.1696 3.3465 0.7612
H -3.2209 3.6828 -1.3106
C 1.1232 1.3507 -3.5102
C -3.6756 2.0443 -2.6171
C 2.7008 0.9820 3.0903
H 3.9618 -3.3287 2.6126
Mn 0.1857 0.1744 1.6014
H -5.8944 0.0114 3.2808
C -0.2864 -0.1958 -4.7105
H -0.9250 3.7576 3.1321
C -2.4785 -1.7766 3.0203
H 1.2246 4.0310 -4.0455
C -2.4381 -3.2579 -0.0883
N 2.0140 0.0493 2.4897
C 0.9564 -4.3302 1.3963
H 2.7459 3.0564 3.6991
C 1.5375 0.9184 -5.8491
C -2.6903 1.8010 -0.4333
C 0.7855 0.8483 -0.0389
O 0.0322 1.5903 2.5388
O 0.5184 -1.5816 1.5823
C -4.9349 -0.4805 3.2102
C 0.8305 2.5469 3.0080
C -0.5251 -2.2945 -1.2056
C 2.1178 3.2916 -2.2259
H 3.9745 0.0282 4.4979
C 2.4984 5.4907 -3.1396
C -3.1715 -0.1450 -1.7859
C 3.3347 5.7798 -2.0673
C -2.9029 -0.9235 1.9972
C -1.2471 -4.5192 -1.7527
C 1.2012 -5.6892 1.3005

Cartesian forces (eV/Å) of the 6 atoms listed first:
H 0.002 0.000 0.003
H 0.032 -0.016 0.010
C -0.047 -0.029 0.028
H -0.028 -0.027 0.007
H -0.021 -0.020 -0.009
C 0.038 0.038 -0.064


Density functional theory data (the ωB97M-V functional and the def2-TZVPD basis) for C45H39AsI2N3O3PV as an isolated structure at a distorted geometry.

Summary:
- Multiplicity: 2
- Gap between HOMO and LUMO (spin up / spin down): 0.19433 / 0.19719 hartree
- HOMO (spin up / spin down): -12.28 / -12.28 eV
- Total charge: +2
- Energy: -169914.2075 eV
- ⟨S²⟩: 0.7672
- Energy relative to the best compared isomer or geometry (same formula, charge and spin): 0.1380 eV

Geometry (Å):
N 0.0234 -1.8162 3.0997
N 1.6766 -3.7913 2.0791
H -0.8217 5.4418 -0.6067
C -3.4708 6.4741 -3.2136
C -0.6927 -6.0942 0.5624
C 0.2157 0.5218 -2.3547
C 2.4918 -1.4528 -1.3411
C -1.3546 6.8337 -2.1390
H 1.0055 3.7568 4.1627
C -4.1308 0.2215 -3.8039
As -3.0847 3.3797 -0.4137
H 2.0878 -4.5846 0.1851
C 1.5020 1.7893 1.4341
C 0.9522 -4.0770 3.3488
H 2.6693 -3.7714 2.2836
H -2.1345 8.0834 -3.6968
C 0.0004 -4.8978 0.6207
C -3.4689 2.1089 -1.8488
C 3.5890 2.7109 2.2502
H -0.8396 -4.1353 5.3598
C 0.7240 0.1107 -3.6861
C 1.4496 -4.8353 1.0330
C 2.8896 1.9161 1.3528
H -0.6662 0.1340 3.0069
H -0.4497 7.4162 -2.0174
C 1.9939 -0.2156 -3.9445
H 3.4656 1.4044 0.5921
C -4.2200 0.9814 -1.5220
C 3.0648 -0.1069 -2.8921
C -2.0228 -3.7061 0.0691
C -0.8299 -3.1771 4.8555
H 0.4028 -5.0122 3.2571
H 1.7609 -5.8091 1.4074
H -0.1791 -7.0254 0.7698
C 3.8423 -1.3469 2.0574
C 1.0285 0.5803 -1.3013
C -2.7262 4.9563 -1.4923
P 0.5053 0.6213 0.4397
H -2.2686 -2.2664 6.1558
C 3.6488 -1.4747 -2.3591
C 3.8811 -1.5113 0.5364
I -3.0123 -1.9023 -0.2452
O 2.5404 -1.2332 2.4319
H 2.2881 -0.5022 -4.9486
C -1.1678 1.3817 0.3896
H -0.2315 2.3941 2.5770
C 4.9581 -1.3754 -1.6325
C -1.1968 2.8316 -0.0933
C -1.5675 5.7110 -1.3445
C -2.3007 7.2103 -3.0788
O 0.0592 -2.5505 0.4868
H -5.1356 -0.8326 -2.2268
H -0.8395 0.7561 -2.2864
H -2.1424 -0.0631 4.9735
H 5.8628 -1.3445 -2.2319
C 5.0603 -1.3638 -0.2912
N 2.7034 -1.7211 0.0665
H -4.2205 6.7731 -3.9357
V 1.1981 -1.7363 1.3839
H 1.5905 -1.9392 -1.6986
C -2.7152 -4.9068 0.0034
H -4.3998 -0.5008 -4.5647
C -2.0439 -6.0995 0.2409
C -1.6202 -2.1342 5.2989
H 1.6764 -4.2116 4.1515
I -3.0756 -7.8956 0.1577
C -3.0676 2.2921 -3.1725
H -0.6060 2.9904 -0.9961
H 4.6640 2.7986 2.1568
C -0.7388 -0.7954 3.5494
C -0.0026 -2.9843 3.7658
H -0.0064 0.0702 -4.4849
H -2.5064 3.1773 -3.4508
O 4.7890 -1.3202 2.7633
C -0.6691 -3.7138 0.3560
C 2.4142 0.0728 -1.5074
H 3.4654 3.9941 3.9678
C -3.6875 5.3594 -2.4159
H 3.6729 -2.2869 -3.0875
C 0.8431 2.4601 2.4679
H -4.6104 4.7999 -2.5194
H -3.1094 1.5228 -5.1757
H -4.5805 0.8533 -0.5048
C -4.5404 0.0340 -2.4916
H -1.6077 1.2985 1.3849
C 1.5431 3.2456 3.3737
C -1.5605 -0.9118 4.6424
H 3.8119 0.6389 -3.1729
C -3.4013 1.3562 -4.1450
H -0.8163 3.4995 0.6749
C 2.9188 3.3781 3.2655
H 6.0139 -1.2810 0.2144
H 3.1336 0.5395 -0.8424
H -1.7662 0.7402 -0.2561
H -3.7712 -4.9089 -0.2290

Cartesian forces (eV/Å) of the 6 atoms listed first:
N -0.309 0.109 0.500
N -0.255 0.094 -0.004
H 0.035 -0.008 -0.025
C -0.055 -0.012 0.039
C 0.068 -0.061 -0.012
C -0.147 0.126 -0.489


Density functional theory data (the ωB97M-V functional and the def2-TZVPD basis) for C45H39BMgN4OP2S3 as an isolated structure.

Summary:
- Gap between HOMO and LUMO: 0.23792 hartree
- HOMO: -7.34 eV
- Energy: -112507.1449 eV
- Energy relative to the best compared isomer or geometry (same formula, charge and spin): 5.5672 eV

Geometry (Å):
C 0.2320 0.7942 -3.0364
S 1.8297 1.6863 -2.6675
H 0.2458 4.6423 4.6401
C -2.4311 -1.9432 -5.4902
C 3.6750 -1.8278 4.6412
C -3.0563 -3.8411 3.5776
C -1.4715 -3.1826 1.8956
H -3.1361 2.3296 -4.4555
C 0.2797 3.9761 1.2567
N -1.2460 2.9070 -2.8042
C -2.8179 -2.6584 4.2638
P -0.6673 -1.6779 -1.7247
C -1.6847 1.3970 1.6157
H -3.1551 1.3476 -5.9416
H -1.3712 4.6970 0.1126
H -1.7055 -0.8245 4.3109
H 3.2186 2.8513 2.2412
C -2.3799 -4.1037 2.3945
H 0.5243 0.9608 4.1932
H -0.1973 4.8633 -2.5163
H -0.4232 -1.9024 -4.7611
H -2.3677 4.0872 3.4084
H 1.8119 -5.2821 -3.8901
S -0.9471 1.9452 -5.3562
H -5.2169 -1.7743 -3.5773
H -2.5668 -5.0240 1.8556
H 4.0379 -4.2094 -3.6963
C -1.4708 -1.8632 -4.4920
C -1.5892 3.4872 2.9381
C 3.1508 -3.6847 -3.3664
C -0.6205 0.7684 2.4521
C -0.3682 4.4144 2.5483
C 2.4870 -0.2958 3.2212
C -3.2075 -1.7304 -2.8354
C -2.6591 1.5090 -4.9867
C 0.8412 3.0309 -3.3716
C -1.8991 -1.7431 3.7698
H -0.6107 5.4761 2.5122
H 2.6808 -3.6890 5.0249
H -0.9583 -3.3695 0.9595
C 1.5137 -2.4170 3.7609
N 1.4369 3.2526 1.2425
H -3.7710 -4.5567 3.9642
C 0.7701 -3.6258 -3.0307
C -2.1796 2.6117 1.8829
C -0.2085 1.4267 3.5453
H 2.2340 -0.8044 -1.8885
S -2.4835 0.6264 0.1924
H 5.5930 -0.8333 -0.7651
H 2.4629 3.4610 4.4681
H -2.7158 0.5901 -4.4054
C -0.1025 3.7846 -2.4026
C 1.4236 -1.1917 3.1001
C -4.1662 -1.7948 -3.8375
H 0.4185 0.0333 -3.7880
C -0.4184 4.1760 0.1103
C 2.1151 -1.7582 -2.3750
N -0.1548 3.3061 -1.0037
C 1.7847 3.5232 3.6275
C 1.9018 -4.2870 -3.4731
C -0.5039 0.1883 -1.8600
H 4.5501 -2.0772 5.2273
C -0.3569 2.0952 -3.6672
H -2.1223 -2.0275 -6.5246
C -1.2225 -1.9989 2.5826
H -3.5063 -1.6661 -1.7955
C 3.6809 -0.1768 0.2009
C 0.8586 -2.3344 -2.4943
P 0.0568 -0.8663 1.9211
C 0.3613 3.9240 3.8285
C 2.6303 -2.7302 4.5245
N 2.7065 0.4464 0.1450
C -1.2292 1.0176 -1.0756
C -3.7802 -1.9073 -5.1655
C -1.8481 -1.7612 -3.1522
C 3.2566 -2.4239 -2.8079
O -2.6206 -0.8286 0.3746
H 2.4567 0.6567 2.7121
H -0.1934 -4.1176 -3.1021
Mg 1.1471 1.7283 -0.0393
C 3.5973 -0.6059 3.9882
H 5.6171 -0.6075 1.2334
H 4.4124 0.1033 4.0559
H 1.3287 3.6033 -4.1541
C 2.2022 3.1965 2.4033
H -1.1210 2.6847 4.9805
H -3.3445 -2.4516 5.1871
H -2.2579 2.8884 -0.9539
C -0.6974 2.7760 3.9768
H 0.7111 -3.1378 3.6833
H 4.6547 -2.1748 0.4096
C -1.3453 2.4821 -1.3952
H -3.0163 2.9857 1.3019
H 4.2236 -1.9587 -2.6686
H -4.5285 -1.9705 -5.9454
B 4.9987 -1.0202 0.2768

Cartesian forces (eV/Å) of the 6 atoms listed first:
C -0.016 -0.016 0.112
S -0.095 -0.120 0.075
H 0.022 0.002 0.005
C -0.025 0.012 -0.014
C -0.008 0.005 -0.006
C -0.012 0.003 0.007


Density functional theory data (the ωB97M-V functional and the def2-TZVPD basis) for C45H40Cl2N3OsP2S as an isolated structure.

Summary:
- Multiplicity: 5
- Gap between HOMO and LUMO (spin up / spin down): 0.27579 / 0.23313 hartree
- HOMO (spin up / spin down): -9.85 / -10.36 eV
- Total charge: +1
- Energy: -108703.3673 eV
- ⟨S²⟩: 6.0371
- Energy relative to the best compared isomer or geometry (same formula, charge and spin): 0.7968 eV

Geometry (Å):
H -9.2257 -2.2181 1.0830
N -3.0215 -0.4959 0.4858
C 1.9779 4.5765 1.8362
H -5.5848 -0.8180 0.6973
H -6.0072 1.9488 -2.5048
H 2.4564 5.4506 2.2570
C -4.9701 2.1637 -2.2818
C 1.0058 -2.8441 0.4483
H 0.7461 1.7899 -4.8791
H 5.9516 -0.2535 0.3857
C -4.2591 -2.3273 1.4777
C 0.8390 -3.4707 -1.8223
H -4.7382 3.5309 -3.9197
C 1.8058 -3.9339 0.7278
H -3.1428 -0.8095 2.5741
C -3.7097 2.5771 2.1159
C 2.1021 2.3275 1.0051
C 1.6285 -4.5829 -1.5704
H -2.8147 0.0247 -6.4717
C 4.2380 0.9596 0.8051
H 4.7517 1.6048 1.5019
C -3.0864 -1.3625 1.6259
C -0.3089 0.4660 -3.5730
H -8.2627 -0.8174 0.5917
H -2.1460 -1.9309 1.6539
C -4.7875 -4.4705 -1.7317
C -2.0978 2.1190 4.3351
C -2.1160 0.1566 -5.6564
H -0.8598 0.9751 3.0139
H 2.7313 -5.6857 -0.0988
C 2.8838 -0.6209 -0.9405
H -4.4542 -1.1700 -2.3825
C -0.1159 1.1466 -4.7630
H -3.4932 3.3480 5.4048
H -2.3655 4.0056 -3.4172
C 0.6225 4.5918 1.5389
H -3.1972 -5.7876 -1.1517
C -2.5666 1.7917 1.9915
Cl 0.2990 -3.2053 -3.4477
H -1.4673 -4.0555 -1.2570
C -3.2354 2.9077 4.4508
C -2.9267 3.3231 -2.7925
H -1.2573 2.8983 -1.5204
H 2.1768 -4.0820 1.7320
C -8.3233 -1.6481 1.2944
H -4.9014 0.8373 -0.5986
C -4.0383 3.1365 3.3430
H -4.1384 -2.8964 0.5528
H 3.7889 3.4466 1.7408
C -4.3530 1.5475 -1.2040
C -5.1383 -3.1732 -2.0867
H 1.8632 -5.2504 -2.3875
H 0.4156 0.5805 -2.7723
C 2.1149 -4.8199 -0.2946
C -5.5938 -1.5983 1.4620
C 2.7227 3.4423 1.5567
C 0.4841 -2.5673 -0.8234
H 4.7205 -1.6470 -1.2964
H -1.0535 3.5296 0.8094
H -5.5504 -5.2343 -1.6633
C -3.4682 -4.7802 -1.4379
H -4.9213 3.7556 3.4315
C -2.3067 2.7060 -1.7151
C 2.8947 1.1794 0.5280
H -3.1562 -1.1985 -4.3778
H -6.1721 -2.9260 -2.2855
C -1.7633 1.5668 3.1097
Cl 0.6675 -1.7292 1.7543
C 0.0101 3.4688 1.0011
S -6.9228 -2.7637 1.1020
H -4.3376 2.7704 1.2549
H -1.4663 1.9459 5.1963
H -8.3815 -1.2662 2.3128
H 2.3113 -1.2013 -1.6474
Os 0.0572 0.4754 -0.0162
C -2.3139 -0.5287 -4.4675
N -0.2897 -1.4266 -1.0065
C 4.9053 -0.0747 0.1768
C -1.4077 -0.3796 -3.4166
C -2.4889 -3.7992 -1.5007
H -0.8686 1.5256 -6.7372
P -1.6708 -1.1521 -1.8144
C 0.7162 2.2886 0.7337
H -5.7808 -1.1234 2.4292
H 0.0371 5.4817 1.7316
C -2.8284 -2.5051 -1.8929
N 2.2200 0.3428 -0.2908
C -4.1673 -2.1907 -2.1579
H -4.2351 -3.0392 2.3062
P -2.1649 0.9480 0.4366
C -1.0214 0.9963 -5.8062
C 4.2275 -0.8603 -0.7443
C -4.2569 3.0529 -3.0767
C -3.0147 1.8160 -0.9118

Cartesian forces (eV/Å) of the 6 atoms listed first:
H 0.000 0.000 0.004
N 0.047 0.245 -0.053
C 0.017 -0.012 -0.014
H 0.007 0.004 -0.029
H -0.005 -0.001 0.005
H -0.001 -0.002 0.007